{"formula": "C36H33F4N3O5", "method": "ωB97M-V/def2-TZVPD", "homo_lumo_gap_ev": 8.6550, "lumo_energy_ev": 0.5631, "homo_energy_ev": -8.092, "smiles": "COC(=O)[C@@]1(Cc2ccc(F)cc2)[C@H]2c3cc(C(=O)N(C)C)n(Cc4ccc(OC(F)(F)F)cc4)c3C[C@H]2CN1C(=O)c1ccccc1", "e_tot_ha": -2331.65805, "symbols": ["C", "O", "C", "O", "C", "C", "C", "C", "C", "C", "F", "C", "C", "C", "C", "C", "C", "C", "O", "N", "C", "C", "N", "C", "C", "C", "C", "C", "O", "C", "F", "F", "F", "C", "C", "C", "C", "C", "C", "N", "C", "O", "C", "C", "C", "C", "C", "C", "H", "H", "H", "H", "H", "H", "H", "H", "H", "H", "H", "H", "H", "H", "H", "H", "H", "H", "H", "H", "H", "H", "H", "H", "H", "H", "H", "H", "H", "H", "H", "H", "H"], "coordinates": [[-2.04, -3.84, -0.89], [-2.16, -2.74, 0.01], [-1.78, -1.56, -0.47], [-1.23, -1.40, -1.53], [-2.04, -0.41, 0.53], [-3.09, -0.82, 1.58], [-3.57, 0.36, 2.37], [-4.58, 1.16, 1.85], [-5.00, 2.30, 2.52], [-4.41, 2.61, 3.73], [-4.81, 3.72, 4.39], [-3.42, 1.82, 4.28], [-3.01, 0.69, 3.59], [-0.70, 0.06, 1.16], [0.45, -0.84, 0.87], [1.00, -2.07, 1.24], [2.08, -2.28, 0.39], [3.11, -3.33, 0.43], [4.30, -3.06, 0.25], [2.72, -4.59, 0.72], [1.36, -5.06, 0.75], [3.72, -5.61, 0.93], [2.18, -1.21, -0.47], [3.14, -1.01, -1.54], [4.03, 0.16, -1.23], [3.98, 1.33, -1.97], [4.78, 2.41, -1.64], [5.65, 2.31, -0.56], [6.41, 3.47, -0.32], [7.25, 3.51, 0.69], [6.68, 3.34, 1.90], [8.25, 2.61, 0.63], [7.83, 4.71, 0.71], [5.72, 1.15, 0.19], [4.91, 0.08, -0.16], [1.19, -0.34, -0.18], [0.67, 0.94, -0.72], [-0.33, 1.35, 0.39], [-1.67, 1.89, -0.12], [-2.49, 0.71, -0.27], [-3.43, 0.47, -1.21], [-3.93, -0.64, -1.33], [-3.83, 1.62, -2.08], [-3.86, 1.42, -3.46], [-4.27, 2.44, -4.29], [-4.68, 3.65, -3.76], [-4.67, 3.85, -2.39], [-4.25, 2.83, -1.55], [-2.83, -3.78, -1.64], [-2.14, -4.74, -0.29], [-1.07, -3.81, -1.40], [-2.64, -1.57, 2.23], [-3.92, -1.28, 1.05], [-5.05, 0.89, 0.92], [-5.79, 2.93, 2.13], [-2.99, 2.09, 5.24], [-2.25, 0.06, 4.03], [-0.86, 0.26, 2.22], [0.69, -2.70, 2.04], [0.69, -4.33, 0.30], [1.29, -5.99, 0.18], [1.03, -5.27, 1.77], [3.67, -6.36, 0.14], [4.70, -5.13, 0.91], [3.57, -6.09, 1.89], [3.75, -1.92, -1.62], [2.60, -0.85, -2.47], [3.31, 1.41, -2.81], [4.75, 3.32, -2.21], [6.40, 1.05, 1.02], [4.97, -0.84, 0.41], [1.44, 1.69, -0.88], [0.15, 0.75, -1.67], [0.15, 2.07, 1.05], [-1.58, 2.43, -1.06], [-2.11, 2.56, 0.64], [-3.56, 0.46, -3.85], [-4.28, 2.29, -5.36], [-5.00, 4.45, -4.42], [-5.00, 4.79, -1.98], [-4.26, 2.98, -0.48]], "lowdin_charge": [-0.03, -0.02, -0.46, 0.14, -0.23, -0.05, -0.21, -0.03, 0.00, -0.28, 0.05, 0.00, -0.04, -0.09, -0.13, 0.05, -0.12, -0.39, 0.03, -0.14, -0.06, -0.04, 0.04, -0.06, -0.19, -0.04, 0.01, -0.19, 0.14, -0.74, 0.16, 0.16, 0.18, 0.01, 0.01, -0.17, -0.03, -0.17, -0.08, 0.04, -0.41, 0.10, -0.13, -0.01, -0.07, -0.08, -0.07, -0.04, 0.10, 0.10, 0.09, 0.13, 0.13, 0.12, 0.12, 0.12, 0.12, 0.14, 0.12, 0.06, 0.09, 0.10, 0.09, 0.08, 0.09, 0.13, 0.14, 0.12, 0.12, 0.12, 0.11, 0.11, 0.13, 0.15, 0.14, 0.13, 0.12, 0.10, 0.10, 0.10, 0.10]}